# C64H135BrN7O6

11 unconnected molecules or ions with the total composition C64H135BrN7O6 (ωB97M-V/def2-TZVPD, the OMol25 dataset).

For the orbital gap, the calculation gives 2.3 eV. As for the charge: +5.

Each line ends with the Mulliken charge.
CARTESIAN COORDINATES (ANGSTROEM)
Br1 -3.152 1.128 3.022  -0.808
O1 5.303 2.352 -1.764  -0.765
O2 -2.116 1.753 -9.326  -0.336
O3 3.983 6.972 2.623  -0.394
O4 3.359 1.761 -2.677  -0.820
O5 2.350 -12.687 -0.118  -0.430
O6 3.450 3.531 -1.379  -0.261
N1 -2.754 0.863 -9.015  0.849
N2 4.087 8.053 2.127  0.885
N3 8.729 2.586 -3.820  0.383
N4 -7.158 1.615 10.223  0.332
N5 1.730 0.233 0.408  0.380
N6 -7.030 0.555 1.570  0.423
N7 2.259 -12.885 -1.320  0.630
C1 5.488 8.465 4.189  -1.623
C2 1.259 -0.965 1.364  -0.972
C3 8.690 2.699 -1.451  -0.738
C4 -3.372 0.168 -10.263  1.210
C5 10.096 2.240 -4.226  -1.289
C6 -6.545 3.265 -1.804  -1.268
C7 -2.991 0.452 -7.563  0.854
C8 3.472 9.921 3.508  -1.601
C9 -6.372 -0.251 8.609  -0.274
C10 3.620 8.220 0.723  1.913
C11 -6.027 -0.511 1.270  -0.362
C12 3.539 6.857 0.103  -2.726
C13 8.437 1.710 -2.556  -0.445
C14 -8.518 1.806 9.508  -0.542
C15 -4.486 1.103 -10.784  -1.523
C16 1.843 -14.649 -2.747  -1.018
C17 4.867 -14.984 4.052  -1.016
C18 1.166 0.110 -1.032  -0.292
C19 -4.508 -1.327 -8.555  -0.820
C20 5.625 9.900 2.153  -1.160
C21 2.842 -12.980 3.996  -1.109
C22 4.103 2.470 -2.007  0.353
C23 3.246 0.298 0.338  -0.628
C24 -5.495 -2.194 7.306  -1.310
C25 6.437 2.466 -4.971  0.862
C26 1.938 -2.314 1.110  -0.364
C27 7.858 2.143 -5.033  -1.235
C28 4.728 9.052 3.000  1.307
C29 -4.002 1.469 -6.999  -1.446
C30 2.238 8.853 0.732  -1.634
C31 4.661 9.041 -0.005  -1.396
C32 -3.455 -1.033 -7.504  -0.819
C33 -1.671 0.646 -6.841  -1.856
C34 -7.166 -0.991 3.381  -0.332
C35 5.040 -13.950 3.165  -0.356
C36 -0.320 1.549 0.440  0.041
C37 2.875 -12.402 -3.637  -0.490
C38 -6.635 0.230 10.069  -1.002
C39 1.133 1.477 1.015  -0.570
C40 1.215 -3.459 1.833  -0.459
C41 4.090 -12.857 3.136  1.093
C42 8.622 4.010 -3.373  -0.818
C43 -5.637 1.829 -0.174  -0.187
C44 -5.872 -1.737 8.738  -0.689
C45 8.120 3.964 -1.968  0.136
C46 5.738 1.634 -5.986  -0.657
C47 2.031 -4.761 1.834  -1.233
C48 -6.586 1.863 0.989  -0.895
C49 4.266 2.025 -6.267  -1.219
C50 2.330 -13.185 -2.420  0.330
C51 5.178 10.271 0.727  -0.772
C52 -5.504 3.201 -0.748  -0.286
C53 -8.423 3.235 8.882  -0.573
C54 -3.915 -1.260 -9.939  -1.106
C55 -8.296 0.266 0.870  -0.939
C56 1.928 -11.550 -4.276  -1.020
C57 -6.568 -1.679 2.099  -0.847
C58 4.380 -11.514 2.657  -0.915
C59 -2.144 0.030 -11.205  -1.617
C60 -7.022 3.131 8.323  -0.345
C61 -6.252 2.653 9.539  -0.656
C62 -7.155 0.500 3.004  -0.688
C63 -7.296 1.979 11.640  -0.971
C64 -0.294 0.584 -0.846  -1.040
H1 8.374 2.568 -5.915  0.403
H2 6.026 10.698 0.153  0.395
H3 -5.054 -0.254 1.677  0.128
H4 3.731 2.149 -5.317  0.194
H5 2.320 -5.091 0.814  0.303
H6 0.173 -3.561 1.430  0.373
H7 -8.130 -1.373 3.583  0.409
H8 -5.114 -1.645 9.515  0.440
H9 -6.927 4.304 -1.934  0.326
H10 -6.026 3.423 10.265  0.418
H11 -5.670 0.097 10.713  0.395
H12 5.760 0.573 -5.661  0.380
H13 -3.740 -1.043 -6.423  0.450
H14 3.253 10.843 2.990  0.345
H15 -8.746 -0.639 1.332  0.445
H16 2.860 -13.805 4.629  0.381
H17 4.157 2.971 -6.765  0.376
H18 3.748 10.135 4.555  0.460
H19 2.984 -4.484 2.374  0.299
H20 -1.813 0.463 -5.791  0.504
H21 8.084 4.595 -4.083  0.382
H22 -7.412 2.590 -1.662  0.298
H23 4.394 6.181 -0.107  0.523
H24 3.734 -11.239 1.707  0.172
H25 -5.162 0.633 -11.551  0.399
H26 -6.263 1.009 3.419  0.318
H27 10.187 1.153 -4.467  0.415
H28 -8.191 0.185 -0.233  0.219
H29 0.978 -12.095 -4.245  0.338
H30 4.827 8.107 4.967  0.430
H31 8.042 1.038 -5.017  0.266
H32 1.261 -0.681 2.426  0.443
H33 -4.053 2.009 -11.215  0.444
H34 -6.631 -1.194 4.327  0.029
H35 -5.348 -0.685 -8.486  0.439
H36 2.904 6.249 0.711  0.615
H37 1.644 -10.566 -3.605  0.265
H38 -4.903 -2.356 -8.349  0.339
H39 9.688 4.430 -3.366  0.345
H40 -1.236 -0.165 -10.676  0.439
H41 10.779 2.465 -3.419  0.474
H42 -0.578 2.565 0.139  0.453
H43 7.351 1.425 -2.583  0.337
H44 -5.532 0.334 8.193  0.318
H45 2.608 3.624 -1.947  0.267
H46 1.221 1.334 2.069  0.427
H47 -4.881 -3.082 7.315  0.425
H48 -0.802 0.954 -1.714  0.542
H49 6.333 3.557 -5.099  0.344
H50 1.785 0.729 -1.725  0.101
H51 -3.150 -2.022 -10.057  0.451
H52 -7.407 -0.399 10.489  0.327
H53 -1.415 1.713 -6.877  0.464
H54 2.121 -13.113 3.117  0.218
H55 -8.517 1.066 8.648  0.193
H56 3.081 6.973 -0.840  0.535
H57 6.210 9.194 4.508  0.423
H58 1.587 -5.547 2.403  0.398
H59 -4.082 1.100 -5.945  0.435
H60 5.566 -14.340 2.308  0.284
H61 3.806 -11.906 -3.428  0.382
H62 7.041 3.779 -1.948  -0.112
H63 -7.263 -0.192 8.021  0.367
H64 -6.003 1.147 -0.922  0.394
H65 -4.633 1.512 0.137  0.077
H66 -0.836 -0.249 -0.521  0.424
H67 6.041 7.564 3.809  0.419
H68 1.904 -2.457 0.002  0.174
H69 -6.892 2.530 7.436  0.228
H70 1.294 -0.913 -1.318  0.521
H71 4.302 10.867 0.629  0.409
H72 10.373 2.916 -5.005  0.468
H73 7.260 -15.182 5.031  -0.020
H74 9.111 0.890 -2.679  0.276
H75 -1.059 1.264 1.172  -0.294
H76 -8.590 3.964 9.694  0.317
H77 -5.710 4.004 0.066  0.317
H78 1.842 8.491 -0.251  0.435
H79 5.947 10.822 2.705  0.408
H80 -2.355 -0.833 -11.895  0.404
H81 6.067 2.299 -3.968  -0.439
H82 5.565 -11.330 2.342  0.292
H83 2.352 -15.440 -2.118  0.390
H84 -9.371 1.630 10.192  0.321
H85 -8.899 1.120 1.069  0.449
H86 -5.354 2.190 9.239  0.308
H87 -5.185 1.480 -10.047  0.350
H88 -2.027 0.955 -11.740  0.400
H89 2.944 -2.133 1.454  0.421
H90 -2.550 -1.670 -7.625  0.399
H91 -7.480 2.358 0.659  0.374
H92 2.584 9.381 3.548  0.441
H93 -4.913 1.334 -7.531  0.407
H94 8.166 2.299 -0.537  0.378
H95 2.155 -11.578 -5.321  0.346
H96 1.735 2.309 0.689  0.251
H97 2.719 -12.048 4.674  0.270
H98 2.135 -14.840 -3.719  0.330
H99 4.029 -10.718 3.426  0.280
H100 5.435 -15.891 3.945  0.500
H101 -6.192 2.570 1.738  0.242
H102 1.630 8.475 1.497  0.435
H103 -3.552 2.475 -7.045  0.443
H104 -8.204 1.497 11.987  0.395
H105 -6.739 4.185 8.066  0.344
H106 6.422 1.588 -6.838  0.440
H107 -4.696 -1.486 -10.651  0.481
H108 -5.784 -2.335 2.445  0.459
H109 -6.031 -0.764 0.153  0.384
H110 3.648 0.319 1.331  0.406
H111 5.462 8.389 -0.313  0.585
H112 -5.013 -1.356 6.806  0.363
H113 -7.325 -2.243 1.479  0.278
H114 -4.435 3.448 -1.154  0.228
H115 6.469 9.249 2.048  0.495
H116 -6.400 1.586 12.144  0.393
H117 9.774 2.652 -1.165  0.347
H118 4.171 -14.859 5.053  0.213
H119 2.233 9.949 0.925  0.347
H120 3.556 -0.546 -0.275  0.429
H121 0.689 -14.494 -2.517  0.338
H122 -6.063 2.945 -2.671  0.376
H123 0.171 -1.040 1.160  0.389
H124 4.246 9.300 -0.945  0.487
H125 -0.754 0.025 -7.176  0.359
H126 -6.388 -2.383 6.789  0.333
H127 -8.046 1.037 3.209  0.467
H128 -7.358 3.038 11.854  0.395
H129 3.285 -13.311 -4.494  0.322
H130 3.470 1.268 -0.101  -0.095
H131 -9.215 3.378 8.101  0.368
H132 8.387 4.827 -1.370  0.456
H133 -6.683 -2.309 9.123  0.388
H134 1.169 -3.122 2.867  0.305
H135 3.814 1.200 -6.800  0.364